[1]
Here is a 4-piece molecular cluster, C34H55ClNO16P3 overall at a distorted geometry from OMol25. Energies are from wB97M-V/def2-TZVPD.

As for the net charge: 0. For the LUMO energy, the calculation gives -2.8 eV. As for the multiplicity: 1. The value obtained for the gap between HOMO and LUMO is 5.9 eV. The calculation puts the HOMO energy at -0.321 Ha.

Each line ends with the Mulliken charge.
CARTESIAN COORDINATES (ANGSTROEM)
C: 9.965 0.193 -2.035  -0.871
C: 8.435 0.174 -1.400  -0.147
O: 7.614 1.345 -1.810  -0.391
C: 6.190 0.987 -1.929  -0.229
C: 5.163 2.227 -1.476  -0.546
C: 4.082 1.574 -0.431  -0.241
C: 3.102 2.653 0.320  -0.363
C: 2.617 2.015 1.781  -1.032
C: 1.316 1.010 1.651  0.483
C: -0.191 1.735 1.667  0.073
C: -0.419 3.369 1.777  -0.544
N: -1.445 3.707 2.847  -0.360
C: -1.077 4.982 3.601  -0.621
C: -1.588 0.831 1.538  -0.742
C: -1.399 -0.791 1.390  0.265
C: 0.097 -1.538 1.383  0.015
C: 1.475 -0.649 1.509  0.516
C: 2.923 -1.421 1.449  -0.313
C: 3.874 -1.214 2.768  0.472
O: 3.472 -0.893 4.002  -0.465
Cl: 5.744 -1.391 2.547  -0.190
C: 0.042 -3.191 1.241  0.136
O: 0.787 -4.049 1.942  -0.559
C: -1.089 -3.767 0.159  0.445
C: -0.835 -5.000 -0.892  -0.630
C: -2.080 -5.408 -1.931  -0.350
C: -3.539 -4.629 -1.955  -0.566
C: -3.804 -3.394 -0.878  -0.431
C: -2.573 -3.007 0.135  0.411
C: -2.765 -1.739 1.207  0.089
O: -3.914 -1.484 1.849  -0.540
H: 10.285 1.296 -2.300  0.249
H: 10.743 -0.215 -1.229  0.268
H: 10.074 -0.529 -2.965  0.227
H: 7.965 -0.861 -1.718  0.275
H: 8.519 0.125 -0.210  0.204
H: 6.007 0.046 -1.222  0.155
H: 5.966 0.601 -3.023  0.240
H: 4.605 2.586 -2.468  0.237
H: 5.802 3.102 -1.004  0.296
H: 3.393 0.812 -1.035  0.204
H: 4.662 0.938 0.378  0.090
H: 2.180 2.891 -0.396  0.292
H: 3.716 3.651 0.545  0.250
H: 3.575 1.507 2.233  0.300
H: 2.401 2.962 2.475  0.283
H: 0.577 3.987 1.856  0.185
H: -0.914 3.696 0.741  0.243
H: -1.588 2.901 3.519  0.322
H: -1.711 5.032 4.591  0.293
H: -1.193 5.963 2.946  0.177
H: 0.069 4.857 3.895  0.245
H: -2.669 1.281 1.544  0.318
H: 2.834 -2.583 1.254  0.393
H: 3.516 -0.994 0.505  0.055
H: 0.215 -5.562 -0.915  0.326
H: -1.938 -6.270 -2.720  0.340
H: -4.374 -4.925 -2.723  0.339
H: -4.815 -2.778 -0.813  0.446
C: -1.809 -6.707 -7.918  -0.712
O: -2.139 -5.792 -6.893  -0.297
P: -0.954 -4.640 -6.381  1.079
O: -2.071 -3.785 -5.769  -0.626
O: -0.694 -4.165 -7.939  -0.393
C: -1.750 -3.600 -8.693  -0.701
O: 0.232 -3.488 -5.870  -0.334
C: 0.345 -3.322 -4.468  -0.575
H: -2.062 -7.716 -7.584  0.268
H: -2.407 -6.477 -8.799  0.238
H: -0.749 -6.672 -8.176  0.345
H: -2.717 -3.662 -8.187  0.354
H: -1.821 -4.141 -9.642  0.254
H: -1.520 -2.554 -8.906  0.263
H: 0.383 -4.298 -3.970  0.256
H: -0.496 -2.740 -4.085  0.293
H: 1.270 -2.779 -4.257  0.285
C: 1.860 10.186 2.965  -0.727
O: 1.646 8.936 3.590  -0.268
P: 2.947 8.195 4.456  1.069
O: 1.932 7.319 5.201  -0.627
O: 3.208 9.579 5.315  -0.387
C: 2.188 10.097 6.150  -0.674
O: 4.249 7.454 5.322  -0.310
C: 4.416 6.068 5.088  -0.600
H: 1.523 10.124 1.928  0.262
H: 1.262 10.941 3.476  0.249
H: 2.911 10.480 2.981  0.344
H: 1.235 9.577 6.033  0.332
H: 2.041 11.151 5.897  0.254
H: 2.510 10.031 7.191  0.261
H: 4.376 5.854 4.014  0.269
H: 3.644 5.499 5.612  0.269
H: 5.393 5.766 5.475  0.277
C: -6.339 -3.926 1.648  -0.518
O: -7.199 -3.750 0.539  -0.292
P: -8.499 -4.865 0.299  1.058
O: -9.194 -3.838 -0.604  -0.633
O: -9.010 -4.657 1.854  -0.383
C: -9.428 -3.380 2.298  -0.704
O: -9.800 -5.980 0.059  -0.295
C: -9.976 -6.423 -1.274  -0.639
H: -5.304 -3.900 1.298  0.097
H: -6.488 -3.099 2.342  0.204
H: -6.518 -4.872 2.162  0.393
H: -9.234 -2.590 1.569  0.351
H: -8.885 -3.142 3.218  0.259
H: -10.496 -3.410 2.523  0.264
H: -9.013 -6.713 -1.711  0.303
H: -10.438 -5.637 -1.877  0.273
H: -10.640 -7.291 -1.267  0.242

Forces on atoms 1 to 6 (eV/Å):
0.201 0.033 0.421
0.895 -1.020 0.488
-0.400 -2.015 0.266
-0.496 -0.808 0.357
0.250 -1.053 -0.584
-0.275 -0.024 -0.266

***

[2]
Here is C34H55N10O3PS2SiTl as an isolated structure at a distorted geometry from OMol25. Energies are from wB97M-V/def2-TZVPD.

For the energy above the lowest of the compared OMol25 structures with the same formula, charge and spin, the calculation gives 329.9 kJ/mol. As for the net charge: +1. For the LUMO energy, the calculation gives -3.1 eV. As for the multiplicity: 1. The value obtained for the gap between HOMO and LUMO is 5.8 eV. The calculation puts the HOMO energy at -0.330 Ha.

Each line ends with the Mulliken charge.
CARTESIAN COORDINATES (ANGSTROEM)
Tl: 0.714 -0.591 -0.758  0.807
C: -4.281 -3.515 -1.495  -0.844
N: -3.178 -2.984 -0.714  0.254
C: -3.161 -2.795 0.638  -0.774
C: -1.918 -2.317 0.943  -0.248
N: -1.182 -2.214 -0.197  0.596
C: -1.958 -2.622 -1.190  -0.136
P: -1.422 -2.944 -2.907  -0.403
C: 0.227 -3.555 -2.434  -0.255
N: 1.176 -2.930 -1.752  0.670
C: 2.196 -3.819 -1.605  -0.444
C: 1.863 -5.002 -2.204  -1.062
N: 0.617 -4.825 -2.731  0.097
C: -0.188 -5.838 -3.393  -0.803
C: -0.949 -1.289 -3.487  0.067
N: 0.208 -0.693 -3.260  0.095
C: 0.207 0.451 -3.999  -0.676
C: -0.966 0.542 -4.693  -0.583
N: -1.693 -0.567 -4.368  0.254
C: -3.043 -0.873 -4.800  -0.881
H: -5.198 -3.439 -0.918  0.335
H: -4.395 -2.950 -2.417  0.287
H: -4.107 -4.561 -1.748  0.331
H: -4.009 -3.002 1.269  0.495
H: -1.503 -2.048 1.898  0.067
H: 3.105 -3.548 -1.093  0.384
H: 2.399 -5.930 -2.301  0.440
H: 0.425 -6.714 -3.586  0.327
H: -1.028 -6.127 -2.762  0.298
H: -0.570 -5.461 -4.339  0.333
H: 1.048 1.125 -3.982  0.529
H: -1.338 1.297 -5.364  0.480
H: -3.288 -0.275 -5.672  0.360
H: -3.119 -1.927 -5.064  0.361
H: -3.758 -0.647 -4.008  0.283
C: 7.016 -1.631 -0.891  -1.186
C: 5.836 -2.090 -1.743  -0.270
N: 4.855 -1.041 -1.964  -0.179
C: 3.818 -0.784 -1.124  0.488
S: 2.874 0.647 -1.531  -0.445
N: 3.592 -1.588 -0.144  -1.054
N: 2.557 -1.320 0.706  0.940
C: 2.470 -2.056 1.800  1.656
C: 3.296 -3.317 1.927  -2.006
C: 1.689 -1.682 2.913  -0.657
C: 1.191 -2.579 3.881  -1.151
C: 0.082 -2.255 4.626  -1.411
C: -0.724 -1.169 4.158  0.098
C: -0.196 -0.252 3.327  0.178
N: 1.274 -0.282 3.284  0.657
H: 7.743 -2.438 -0.788  0.379
H: 6.672 -1.340 0.102  0.284
H: 7.513 -0.777 -1.353  0.319
H: 5.323 -2.912 -1.248  0.046
H: 6.181 -2.436 -2.718  0.495
H: 5.070 -0.320 -2.630  0.233
H: 4.214 -3.188 1.363  0.301
H: 2.750 -4.166 1.512  0.280
H: 3.538 -3.525 2.966  0.645
H: 1.619 -3.569 3.957  0.414
H: -0.301 -2.935 5.373  0.360
H: -1.783 -1.146 4.383  0.495
H: -0.713 0.461 2.715  -0.306
C: 2.335 3.051 1.668  -1.510
C: 1.285 2.119 2.278  1.242
C: 2.051 0.856 2.676  -1.470
C: 0.589 2.816 3.449  -1.466
O: 0.355 1.675 1.280  0.959
Si: -0.868 2.455 0.487  -0.824
S: -1.352 1.004 -0.999  -0.512
O: -0.229 3.845 -0.026  0.277
C: -0.729 5.100 -0.513  1.692
C: -1.675 4.843 -1.681  -1.349
C: 0.496 5.879 -0.977  -1.860
C: -1.442 5.841 0.614  -1.422
O: -2.119 2.798 1.469  0.220
C: -3.477 2.384 1.684  1.952
C: -4.311 2.603 0.424  -1.564
C: -3.512 0.914 2.094  -1.347
C: -3.997 3.256 2.819  -1.812
H: 3.090 3.316 2.409  0.466
H: 1.852 3.956 1.313  0.226
H: 2.816 2.566 0.818  0.173
H: 2.842 1.120 3.377  0.509
H: 2.510 0.490 1.768  0.245
H: 1.522 -0.275 4.282  0.578
H: 1.331 3.239 4.127  0.486
H: -0.059 2.140 4.007  0.208
H: -0.029 3.631 3.068  0.219
H: -1.161 4.273 -2.457  0.251
H: -2.023 5.786 -2.102  0.514
H: -2.539 4.266 -1.344  0.161
H: 1.054 5.292 -1.708  0.355
H: 1.151 6.095 -0.132  0.353
H: 0.196 6.822 -1.434  0.449
H: -2.256 5.234 1.005  0.094
H: -1.843 6.786 0.246  0.514
H: -0.744 6.052 1.426  0.298
H: -3.897 2.024 -0.401  0.185
H: -4.320 3.659 0.151  0.298
H: -5.340 2.284 0.596  0.514
H: -3.048 0.308 1.317  0.092
H: -4.544 0.587 2.228  0.674
H: -2.973 0.766 3.033  0.169
H: -3.976 4.309 2.535  0.381
H: -3.378 3.124 3.707  0.350
H: -5.026 2.983 3.059  0.389

Forces on atoms 1 to 6 (eV/Å):
0.226 0.605 -0.183
-0.060 -0.147 -0.070
0.131 0.095 -0.085
0.063 0.052 0.170
-0.019 0.018 0.025
0.057 0.096 -0.082

***

[3]
Here is a 9-piece molecular cluster, C34H55N11O3 overall at a distorted geometry from OMol25. Energies are from wB97M-V/def2-TZVPD.

As for the net charge: 0. For the LUMO energy, the calculation gives 0.4 eV. As for the multiplicity: 1. The value obtained for the gap between HOMO and LUMO is 8.5 eV. The calculation puts the HOMO energy at -0.296 Ha.

Each line ends with the Mulliken charge.
CARTESIAN COORDINATES (ANGSTROEM)
H: -1.260 -4.966 -3.250  0.317
N: -0.304 -4.683 -3.564  -0.659
C: 0.336 -4.283 -2.387  -0.058
C: 1.909 -3.808 -2.492  -0.457
C: 2.109 -2.156 -2.347  -0.164
O: 2.695 -1.938 -1.015  -0.430
C: 3.709 -0.843 -1.044  -0.119
O: 3.270 0.112 0.025  -0.495
C: 2.280 1.027 -0.593  -0.175
C: 1.104 1.529 0.474  -0.444
N: -0.140 1.773 -0.406  -0.357
C: -1.149 2.651 0.301  -0.567
C: -2.141 3.367 -0.832  0.178
C: -1.453 4.713 -1.520  -0.970
O: -3.431 3.757 -0.225  -0.505
C: 5.156 -1.549 -0.741  0.432
N: 5.159 -1.911 0.759  -0.780
C: 6.466 -0.594 -0.973  -0.730
C: 6.325 0.509 -2.177  0.264
C: 5.833 0.179 -3.724  -0.389
C: 5.662 1.347 -4.895  -0.533
C: 5.988 2.941 -4.535  -0.466
C: 6.522 3.252 -3.009  -0.604
C: 6.697 2.075 -1.833  0.487
C: 7.250 2.617 -0.374  -0.722
H: -0.179 -4.318 -1.337  0.253
H: 2.260 -4.095 -3.596  0.301
H: 2.636 -4.369 -1.763  0.270
H: 2.789 -1.847 -3.248  0.113
H: 1.029 -1.650 -2.376  0.286
H: 3.643 -0.242 -2.046  0.565
H: 1.682 0.531 -1.493  0.140
H: 2.900 1.968 -0.962  0.232
H: 0.862 0.685 1.258  0.236
H: 1.382 2.556 1.003  0.266
H: 0.207 2.292 -1.265  0.273
H: -0.637 3.500 0.924  0.272
H: -1.830 1.934 0.956  0.210
H: -2.396 2.647 -1.730  0.267
H: -0.326 4.756 -1.194  0.268
H: -1.989 5.722 -1.179  0.302
H: -1.534 4.700 -2.703  0.212
H: -4.176 3.147 -0.507  0.319
H: 5.251 -2.594 -1.311  0.134
H: 6.183 -2.033 1.023  0.252
H: 4.723 -2.846 0.917  0.244
H: 7.356 -1.323 -1.289  0.245
H: 6.799 -0.138 0.067  0.339
H: 5.584 -0.925 -4.020  0.312
H: 5.282 1.015 -5.952  0.298
H: 5.841 3.795 -5.357  0.431
H: 6.764 4.368 -2.732  0.245
H: 6.438 3.151 0.279  0.253
H: 8.092 3.422 -0.634  0.351
H: 7.827 1.777 0.247  -0.037
C: -6.622 4.522 2.036  -0.680
C: -7.062 3.703 0.833  0.402
N: -7.426 3.023 -0.164  -0.511
H: -6.535 3.877 2.915  0.260
H: -5.652 4.986 1.837  0.253
H: -7.357 5.306 2.241  0.290
C: -9.008 -0.393 1.291  -0.796
C: -8.486 0.401 2.478  0.412
N: -8.054 1.059 3.463  -0.520
H: -8.207 -0.542 0.562  0.327
H: -9.372 -1.368 1.626  0.331
H: -9.829 0.149 0.812  0.252
C: -0.895 -7.218 1.300  -0.467
C: -1.277 -6.762 -0.099  0.399
N: -1.593 -6.384 -1.260  -0.498
H: -0.570 -8.261 1.276  -0.063
H: -0.080 -6.599 1.684  0.290
H: -1.756 -7.128 1.969  0.291
C: -11.375 2.034 5.427  -0.754
C: -11.814 1.215 4.225  0.398
N: -12.179 0.535 3.227  -0.501
H: -11.288 1.389 6.306  0.259
H: -10.405 2.498 5.228  0.299
H: -12.109 2.818 5.632  0.297
C: 9.037 5.473 -6.237  -0.711
C: 7.845 4.823 -6.920  0.458
N: 6.856 4.283 -7.486  -0.489
H: 8.735 5.885 -5.271  0.234
H: 9.826 4.732 -6.078  0.256
H: 9.429 6.281 -6.862  0.302
C: 10.018 2.397 3.213  -0.813
C: 9.455 1.176 2.503  0.450
N: 8.988 0.164 1.914  -0.474
H: 10.852 2.103 3.856  0.321
H: 10.373 3.124 2.479  0.266
H: 9.241 2.862 3.828  0.266
C: -15.861 -0.340 4.876  -0.631
C: -15.339 0.453 6.062  0.350
N: -14.906 1.112 7.047  -0.449
H: -15.060 -0.490 4.146  0.219
H: -16.225 -1.315 5.210  0.257
H: -16.681 0.201 4.397  0.252
C: 0.618 -11.411 2.362  -0.779
C: -0.527 -10.470 2.697  0.480
N: -1.478 -9.689 2.974  -0.499
H: 1.557 -10.852 2.311  0.271
H: 0.704 -12.182 3.132  0.315
H: 0.437 -11.891 1.396  0.271

Forces on atoms 1 to 6 (eV/Å):
0.795 0.196 -0.317
2.212 1.774 5.972
-0.512 -1.153 -3.700
-0.492 0.079 -1.396
-1.084 -1.831 0.177
1.137 1.647 -2.280

***

[4]
Here is C34H56BrHfNO6SSi as an isolated structure from OMol25. Energies are from wB97M-V/def2-TZVPD.

For the energy above the lowest of the compared OMol25 structures with the same formula, charge and spin, the calculation gives 0.0 kJ/mol. As for the net charge: 0. For the LUMO energy, the calculation gives 0.1 eV. As for the multiplicity: 1. The value obtained for the gap between HOMO and LUMO is 7.8 eV. The calculation puts the HOMO energy at -0.282 Ha.

Each line ends with the Mulliken charge.
CARTESIAN COORDINATES (ANGSTROEM)
Hf: -0.554 -0.324 1.067  -0.190
C: 4.047 -2.044 0.074  -1.540
C: 3.938 -0.754 -0.723  1.835
C: 3.645 -1.070 -2.185  -1.142
C: 5.223 0.058 -0.588  -1.417
O: 2.820 -0.030 -0.158  0.533
Si: 2.462 1.564 -0.283  -0.828
S: 0.404 1.784 0.137  -0.748
O: 3.382 2.488 0.700  0.318
C: 3.447 2.709 2.112  2.053
C: 4.882 3.134 2.396  -1.938
C: 2.474 3.821 2.481  -1.823
C: 3.110 1.429 2.869  -1.209
O: 2.801 2.046 -1.801  0.170
C: 3.020 3.349 -2.368  1.845
C: 2.740 3.199 -3.857  -1.808
C: 4.475 3.738 -2.133  -1.506
C: 2.075 4.374 -1.752  -1.439
H: 4.867 -2.650 -0.315  0.588
H: 3.121 -2.617 0.004  0.158
H: 4.238 -1.833 1.127  0.276
H: 4.438 -1.694 -2.600  0.483
H: 3.568 -0.156 -2.770  0.116
H: 2.700 -1.611 -2.261  -0.194
H: 6.066 -0.520 -0.969  0.552
H: 5.413 0.298 0.460  0.208
H: 5.160 0.991 -1.150  0.067
H: 5.130 4.024 1.816  0.386
H: 5.575 2.338 2.118  0.356
H: 5.013 3.360 3.456  0.405
H: 2.721 4.735 1.938  0.386
H: 2.533 4.029 3.551  0.471
H: 1.452 3.532 2.235  0.212
H: 3.732 0.605 2.515  0.023
H: 2.059 1.166 2.729  0.032
H: 3.283 1.564 3.938  0.711
H: 3.391 2.436 -4.285  0.337
H: 2.918 4.142 -4.376  0.415
H: 1.704 2.899 -4.015  0.381
H: 5.138 2.997 -2.584  0.294
H: 4.683 3.791 -1.064  0.068
H: 4.686 4.710 -2.583  0.537
H: 1.038 4.068 -1.891  0.306
H: 2.220 5.346 -2.226  0.527
H: 2.265 4.482 -0.682  0.099
C: -4.320 0.908 1.982  -1.356
C: -3.109 1.298 1.154  1.013
C: -3.480 2.075 -0.096  -1.426
O: -2.412 0.111 0.766  -0.712
H: -4.844 1.797 2.337  0.415
H: -4.019 0.310 2.844  0.214
H: -5.006 0.313 1.377  0.313
H: -2.440 1.915 1.768  0.089
H: -4.151 1.478 -0.717  0.313
H: -2.585 2.312 -0.672  0.220
H: -3.982 3.008 0.166  0.440
Br: -3.414 -2.568 4.801  -0.153
C: -2.164 -1.498 5.730  0.189
C: -2.262 -1.491 7.114  -0.602
C: -1.408 -0.705 7.870  -0.509
C: -0.460 0.095 7.249  -0.788
C: -0.373 0.096 5.870  -0.451
C: -1.208 -0.706 5.091  0.224
C: -0.988 -0.668 3.622  1.543
O: -1.345 -1.579 2.848  -0.565
O: -0.361 0.344 3.126  -0.831
H: -3.015 -2.102 7.592  0.437
H: -1.493 -0.715 8.949  0.384
H: 0.203 0.715 7.836  0.413
H: 0.349 0.719 5.359  0.434
C: 2.794 -2.025 4.050  -1.246
C: 2.011 -2.818 3.038  -0.158
C: 1.893 -4.197 3.135  -1.101
C: 1.182 -4.910 2.173  0.064
C: 1.047 -6.406 2.276  -1.715
C: 0.565 -4.242 1.124  -0.340
C: 0.654 -2.851 0.996  1.140
C: 1.422 -2.173 1.961  1.428
N: 0.025 -2.045 0.055  1.292
C: -0.548 -2.539 -1.209  1.413
C: -0.848 -1.286 -2.043  -1.744
C: -1.864 -3.296 -0.989  -1.526
C: 0.466 -3.379 -1.988  -1.247
H: 3.135 -2.660 4.867  0.454
H: 2.187 -1.221 4.472  0.060
H: 3.670 -1.562 3.591  0.165
H: 2.367 -4.723 3.955  0.325
H: 1.689 -6.808 3.058  0.407
H: 1.312 -6.889 1.334  0.345
H: 0.017 -6.685 2.509  0.324
H: -0.010 -4.823 0.418  0.547
H: 1.652 -1.109 1.844  -0.322
H: -1.637 -0.683 -1.582  0.418
H: -1.196 -1.565 -3.039  0.540
H: 0.050 -0.674 -2.147  0.082
H: -2.556 -2.673 -0.418  0.123
H: -1.731 -4.232 -0.450  0.247
H: -2.325 -3.525 -1.952  0.537
H: 1.317 -2.757 -2.274  0.055
H: 0.003 -3.764 -2.897  0.523
H: 0.847 -4.224 -1.417  0.296

Forces on atoms 1 to 6 (eV/Å):
-0.542 -0.173 0.261
0.021 -0.041 -0.056
0.056 -0.041 0.046
-0.094 0.032 0.066
-0.038 0.015 0.007
-0.014 0.101 -0.106

***

Number 1: E -110756.87286 eV. Number 2: E -100723.07921 eV. Number 3: E -58660.06882 eV. Number 4: E -140015.85618 eV.